No. 1
18
Properties=species:S:1:pos:R:3:forces:R:3 method="wB97M-V/def2-TZVPD" lumo_ev=0.4 charge=0 smiles="NCC=O.O.O.O" homo_ev=-9.489
N -0.45710 -2.02213 -0.01715 -0.885 -2.701 1.835
C 0.21949 -1.72518 -1.25507 -1.321 -0.174 -1.310
C 1.73883 -1.48415 -1.06054 -0.010 -2.038 0.861
O 2.28610 -0.86736 -0.16183 -1.192 -0.530 -1.734
H 0.16099 -1.81768 0.74588 0.151 0.248 0.511
H -0.77248 -3.03317 0.16591 0.901 2.000 -0.874
H -0.39747 -0.88854 -1.57467 0.823 0.776 -0.778
H -0.02668 -2.52117 -2.05519 0.969 1.038 1.258
H 2.24526 -2.31527 -1.65950 0.536 1.362 0.255
O -1.92191 1.88499 0.98702 -0.545 3.253 1.154
H -1.52393 2.81123 0.89420 -0.233 -1.751 -0.454
H -2.65720 2.21811 1.57590 0.678 -1.328 -0.694
O -0.00823 2.29415 -1.18702 -1.769 3.015 6.966
H 0.10686 1.65927 -1.76824 1.020 -4.735 -4.837
H -0.30015 1.74785 -0.35617 0.845 1.656 -2.288
O 0.61467 1.69699 2.37483 5.518 -0.935 2.784
H 0.84392 0.74599 2.38771 0.572 0.755 0.298
H -0.15097 1.61608 1.96392 -6.059 0.086 -2.952


No. 2
19
Properties=species:S:1:pos:R:3:forces:R:3 method="wB97M-V/def2-TZVPD" lumo_ev=0.4 charge=0 smiles="O=CNCO.O.O.O" homo_ev=-10.137
O -0.15405 2.92754 -0.81422 -0.123 -1.294 0.620
C -0.70061 1.90204 -0.46415 -0.084 -1.177 -1.343
N -0.50272 0.58668 -0.98880 -0.461 2.824 0.694
C 0.75484 0.04040 -1.32646 0.580 -1.962 1.249
O 0.49903 -1.25544 -1.91724 0.550 0.695 0.183
H -1.53862 1.82586 0.25292 0.043 0.627 -0.037
H -1.14603 -0.07760 -0.61837 -0.131 -0.390 0.358
H 1.46769 -0.03559 -0.46252 -0.957 -0.512 -0.319
H 1.28784 0.61628 -1.99027 0.825 1.660 -1.806
H 0.54915 -1.11891 -2.87226 -0.195 -0.313 0.212
O -0.20014 -2.54786 0.52820 -0.496 0.405 -0.380
H -0.07032 -2.31327 -0.41416 0.274 -0.360 0.459
H 0.47282 -3.17746 0.78866 0.173 -0.027 -0.140
O 1.32975 1.14088 1.84441 3.152 0.231 0.126
H 0.47715 0.81235 1.80134 -3.001 -1.260 0.095
H 1.26852 2.06361 1.66674 0.009 1.092 -0.175
O -1.08672 -0.21597 1.96872 1.121 -1.762 0.074
H -1.82774 -0.06014 1.42875 -1.901 0.987 -0.648
H -0.87984 -1.11341 1.58871 0.622 0.537 0.777


No. 3
17
Properties=species:S:1:pos:R:3:forces:R:3 method="wB97M-V/def2-TZVPD" lumo_ev=-0.8 charge=0 homo_ev=-8.995
C -1.81850 -1.40080 0.03474 1.288 -0.907 -0.756
C -2.16311 -1.06544 -1.21491 -0.826 -0.482 0.174
N -0.54220 0.75516 0.82485 1.873 0.749 0.494
Si 2.57475 -0.18308 -0.12336 2.655 0.465 0.838
Si -0.75464 2.00339 -0.13253 -0.341 -1.085 -0.592
Si 1.02247 0.32091 1.47445 -0.668 2.819 1.765
H -2.56495 -1.76684 0.73755 0.019 0.618 0.031
H -0.74737 -1.49850 0.39703 -1.653 -0.123 -0.807
H -1.55069 -0.94341 -2.11100 0.462 0.258 0.714
H -3.22517 -0.96123 -1.46903 0.256 -0.240 0.240
H 3.91757 -0.89345 0.18252 -0.912 0.522 0.468
H 2.17012 -1.05556 -1.11760 -1.180 -1.124 -1.668
H 3.07576 1.08039 -0.71964 -0.317 0.118 -0.107
H -1.78517 1.65103 -1.08582 -0.654 0.708 -0.355
H 0.12386 3.09542 -0.51016 0.238 0.545 0.108
H 1.58820 1.57185 2.44834 -0.439 -1.650 -1.365
H 0.67909 -0.70983 2.38457 0.199 -1.189 0.818


No. 4
17
Properties=species:S:1:pos:R:3:forces:R:3 method="wB97M-V/def2-TZVPD" lumo_ev=3.6 charge=-1 homo_ev=-3.060
C 1.37853 -0.26431 -0.56479 1.070 0.184 0.313
C 0.56680 -1.56787 -0.49389 0.100 1.418 -0.494
S -1.16668 -1.25740 -0.93172 -0.493 -0.297 -0.334
H 0.80911 0.62939 -0.31367 -0.227 -0.101 -0.046
H 1.86242 -0.09589 -1.52971 -0.452 -0.059 -0.300
H 2.22850 -0.26935 0.13052 -0.105 -0.145 0.128
H 0.63399 -1.94801 0.52257 0.088 -0.421 -0.087
H 1.02941 -2.20318 -1.24972 -0.121 -0.594 0.405
H 0.44181 0.49621 2.04661 0.102 -0.578 0.038
H 1.24564 1.63952 2.51770 0.376 -0.254 0.109
O 1.31959 0.67764 2.42388 -0.636 0.762 0.042
H -1.71685 1.15642 -2.65497 0.292 -0.248 0.220
H -0.81133 1.93314 -1.71990 -0.061 -0.341 -0.182
O -1.15061 1.93715 -2.62405 -0.133 0.476 -0.032
H -2.61392 0.38462 1.58717 0.018 0.013 -0.079
H -1.94864 -0.86268 0.99504 0.257 0.251 0.022
O -2.10778 -0.38540 1.85893 -0.076 -0.066 0.279


No. 5
21
Properties=species:S:1:pos:R:3:forces:R:3 method="wB97M-V/def2-TZVPD" s_squared=8.7634 lumo_ev="-3.6 / -3.9" charge=+1 homo_ev="-8.412 / -12.806" spin_multiplicity=6
Mn 0.74971 0.18407 -0.06469 -0.194 -0.802 8.545
Br 2.61349 -0.01996 0.70305 11.006 -0.736 3.446
O 1.02898 0.21929 -1.66289 3.860 0.802 -15.078
H 0.46582 0.66785 -2.29368 -0.186 0.421 -1.347
H 1.84484 0.06278 -2.13841 1.110 -0.279 -0.651
O 0.65317 -1.45273 -0.36867 -0.722 -12.172 -1.699
H 1.19153 -2.10023 0.08646 0.733 -0.620 0.403
H 0.02474 -1.97262 -0.86968 -0.693 -0.787 -0.862
O 0.79542 1.82189 -0.09047 -0.144 13.547 0.441
H 0.33312 2.32476 -0.76101 -0.566 0.964 -0.344
H 1.56479 2.35149 0.11885 0.746 0.521 0.488
C -1.71675 0.02543 0.27575 -1.679 0.134 0.597
C -0.96661 -0.74817 1.33543 -2.143 -0.510 1.914
O 0.23889 -0.11800 1.62263 -2.687 -0.145 5.719
O -0.88313 0.35977 -0.82076 -7.029 0.296 -2.013
H -2.10072 0.94521 0.71695 0.174 0.136 0.088
H -2.60200 -0.54952 0.00396 0.139 -0.165 -0.361
H -0.75015 -1.79732 1.13408 -0.762 0.149 0.093
H -1.65676 -0.63874 2.17199 0.000 -0.476 0.275
H 0.53660 -0.09332 2.53496 -0.070 -0.220 0.547
H -1.36496 0.52806 -1.63386 -0.894 -0.058 -0.202


No. 6
25
Properties=species:S:1:pos:R:3:forces:R:3 method="wB97M-V/def2-TZVPD" lumo_ev=3.4 charge=-2 homo_ev=1.206
Cs -21.17603 -1.10024 -17.18764 -0.411 -1.095 0.220
P -23.02419 -4.33576 -16.59696 -1.599 -0.983 1.500
O -22.82967 -5.71737 -17.27889 -0.030 0.982 0.232
O -23.66902 -3.29199 -17.57482 1.088 1.277 -1.829
O -21.63602 -3.76552 -16.14219 1.635 1.204 -0.137
O -23.93245 -4.27369 -15.33901 0.251 -0.647 -0.244
O -19.43333 -1.54388 -20.13887 0.058 0.150 0.166
H -19.78392 -1.18107 -20.95648 -0.097 -0.102 0.045
H -20.17451 -2.08053 -19.77740 -0.266 -0.230 -0.238
O -21.75162 -3.05559 -19.36517 1.181 0.407 -0.939
H -22.52364 -3.07034 -18.69454 -1.196 -0.657 0.827
H -21.38242 -3.94742 -19.29963 -0.389 0.004 0.330
O -21.71599 -1.92934 -14.32230 0.449 1.181 0.302
H -22.62618 -1.62976 -14.38582 -0.279 -0.518 0.104
H -21.67583 -2.71340 -14.96666 -0.378 -1.087 -0.438
C -21.55797 4.04669 -15.62920 0.347 -0.096 -0.345
C -20.50249 3.02616 -16.04298 -0.522 -0.896 0.013
O -20.75938 1.74593 -15.43803 0.212 0.614 0.037
O -22.84537 3.79979 -16.17931 0.086 -0.088 -0.037
H -21.30597 5.04070 -16.00539 0.216 -0.014 0.173
H -21.57219 4.05044 -14.53537 -0.184 0.103 0.033
H -19.50673 3.29568 -15.69853 -0.032 0.239 0.077
H -20.46196 2.87346 -17.12645 -0.058 0.370 -0.090
H -21.62174 1.42726 -15.71737 -0.014 -0.143 0.075
H -23.03210 2.85586 -16.19692 -0.068 0.026 0.161